1.
Below is a molecular structure, C47H42F6IN6O4S3TeV in a non-equilibrium geometry, with properties calculated with wB97M-V/def2-TZVPD.

**Energy above the lowest of the compared OMol25 structures with the same formula, charge and spin**: 0.572 eV
**Frontier orbital gap (spin up / spin down)**: 5.86 / 6.67 eV
**2S+1**: 2
**DFT total energy**: -5748.9153 Ha
**Net charge**: +1

Last column: Löwdin spin population.
CARTESIAN COORDINATES (ANGSTROEM)
V 0.485 0.279 -0.798  1.17
C 0.771 1.360 4.754  0.00
C 2.015 0.514 4.800  0.00
C 2.226 -0.161 5.978  0.00
C 3.288 -1.030 6.170  0.00
C 4.152 -1.254 5.119  0.00
C 3.928 -0.663 3.923  0.00
C 2.862 0.262 3.751  0.00
N 2.689 1.029 2.603  0.00
C 2.359 0.531 1.413  0.00
N 2.313 -0.810 1.329  0.01
C 2.287 -1.649 0.181  0.00
C 1.902 -1.150 -1.058  -0.05
C 2.069 -1.875 -2.266  0.00
C 2.588 -3.157 -2.119  0.00
C 2.769 -3.696 -0.890  0.00
C 2.667 -2.997 0.315  0.00
C 2.960 -3.637 1.657  0.00
N 1.903 1.233 0.382  0.00
C 2.228 2.612 0.307  0.00
C 1.252 3.553 0.118  0.00
C 1.622 4.869 -0.067  0.00
C 2.950 5.227 -0.076  0.00
C 3.941 4.315 0.178  0.00
C 3.603 2.988 0.340  0.00
C 4.756 1.992 0.451  0.00
H 0.844 2.217 4.119  0.00
H 0.519 1.720 5.724  0.00
H -0.080 0.750 4.381  0.00
H 1.529 0.055 6.793  0.00
H 3.327 -1.449 7.189  0.00
H 5.069 -1.899 5.257  0.00
H 4.555 -0.917 3.080  0.00
H 2.706 2.077 2.641  0.00
H 2.507 -1.321 2.211  0.00
H 1.615 -1.658 -3.265  0.00
H 2.760 -3.764 -2.964  0.00
H 3.107 -4.725 -0.863  0.00
H 3.431 -4.618 1.483  0.00
H 2.056 -3.817 2.154  0.00
H 3.655 -3.090 2.368  0.00
H 0.202 3.286 0.288  0.00
H 0.766 5.561 -0.175  0.00
H 3.153 6.281 -0.108  0.00
H 4.958 4.625 0.324  0.00
H 5.550 2.309 -0.244  0.00
H 4.435 0.968 0.181  0.00
H 5.154 2.042 1.492  0.00
F -5.050 -2.959 -0.729  0.00
C -4.763 -3.653 0.377  0.00
F -5.712 -3.437 1.296  0.00
F -4.854 -4.928 0.052  0.00
S -3.072 -3.215 0.916  0.00
O -0.632 0.205 0.565  -0.05
O -3.049 -1.708 0.815  0.00
N -2.456 -3.794 -0.426  0.00
S -0.944 -4.094 -0.501  0.00
O -0.101 -2.999 -1.005  0.00
O -0.399 -4.863 0.606  0.00
C -1.073 -5.106 -2.022  0.00
F -1.863 -6.160 -1.808  0.00
F -1.576 -4.456 -3.050  0.00
F 0.177 -5.537 -2.350  0.00
I -0.365 -1.865 2.793  0.00
C -1.785 -0.391 3.242  0.00
C -2.476 -0.649 4.326  0.00
C -3.523 0.226 4.749  0.00
C -3.764 1.333 3.969  0.00
C -3.083 1.576 2.795  0.00
C -3.477 2.710 2.023  -0.02
C -2.920 2.827 0.786  0.00
C -1.862 2.044 0.272  -0.02
C -1.545 0.973 1.008  0.00
C -2.133 0.687 2.332  -0.01
H -2.317 -1.548 4.929  0.00
H -4.192 -0.104 5.525  0.00
H -4.474 2.074 4.313  0.00
H -4.318 3.347 2.294  0.00
H -3.182 3.713 0.202  0.00
H -1.312 2.262 -0.680  0.00
Te -1.733 -0.789 -2.249  -0.01
C -3.307 0.538 -2.311  0.00
C -4.547 0.342 -1.712  0.00
C -5.555 1.334 -1.861  0.00
C -5.287 2.530 -2.522  0.00
C -4.096 2.683 -3.126  0.00
C -3.109 1.728 -3.051  0.00
C -1.569 -0.725 -4.321  0.00
C -2.764 -1.140 -4.920  0.00
C -2.907 -1.215 -6.252  0.00
C -1.820 -0.983 -7.104  0.00
C -0.612 -0.637 -6.540  0.00
C -0.500 -0.470 -5.154  0.00
H -4.726 -0.564 -1.142  0.00
H -6.532 1.074 -1.472  0.00
H -6.008 3.306 -2.648  0.00
H -4.000 3.589 -3.761  0.00
H -2.195 2.025 -3.577  0.00
H -3.619 -1.324 -4.300  0.00
H -3.900 -1.552 -6.654  0.00
H -1.998 -1.174 -8.165  0.00
H 0.200 -0.572 -7.269  0.00
H 0.454 -0.202 -4.697  0.00
N 2.985 3.116 -3.131  0.00
C 2.551 1.934 -2.645  0.00
N 3.447 1.010 -2.382  0.00
S 0.904 1.684 -2.591  -0.01
H 4.010 3.267 -3.260  0.00
H 2.426 3.970 -2.984  0.00
H 4.424 1.289 -2.281  0.00
H 3.073 0.099 -2.092  0.00

Atoms 1-6, force components in eV/Å:
0.8 -0.3 0.4
-0.2 -0.7 -0.9
-1.1 0.2 0.4
0.1 -0.3 1.1
-1.1 0.5 1.2
1.8 -1.8 1.2

***

2.
Below is a molecular structure, C5H9NO in a non-equilibrium geometry, with properties calculated with wB97M-V/def2-TZVPD.

**Energy above the lowest of the compared OMol25 structures with the same formula, charge and spin**: 5.616 eV
**Frontier orbital gap**: 7.85 eV
**2S+1**: 1
**DFT total energy**: -325.7312 Ha

Last column: natural (NBO) charge in e.
CARTESIAN COORDINATES (ANGSTROEM)
O 1.999 0.770 -0.570  -0.71
C 0.860 0.157 -1.100  0.08
C 0.437 -1.112 -0.310  -0.29
C -0.603 0.274 0.577  0.20
C -1.257 -0.925 0.984  -0.29
N -0.085 0.834 1.657  -0.89
C -0.447 0.900 -0.794  -0.48
H 1.838 0.834 0.394  0.49
H 1.074 -0.029 -2.164  0.20
H 1.223 -1.627 0.225  0.23
H -0.181 -1.764 -0.914  0.21
H -1.737 -1.779 0.559  0.21
H -1.250 -0.981 2.080  0.24
H -0.278 1.824 1.569  0.33
H -1.250 0.641 -1.485  0.22
H -0.343 1.983 -0.708  0.24

Atoms 1-6, force components in eV/Å:
-0.1 -0.2 0.4
-0.5 -0.2 0.3
0.1 -1.2 0.0
-1.6 1.4 1.6
1.3 -1.3 -0.6
0.1 1.0 -0.2

***

3.
Below is 3 unconnected molecules or ions with the total composition C36H63BF6N2O10 in a non-equilibrium geometry, with properties calculated with wB97M-V/def2-TZVPD.

**Energy above the lowest of the compared OMol25 structures with the same formula, charge and spin**: 0.000 eV
**Frontier orbital gap**: 7.51 eV
**Structure (SMILES)**: CCO[C@]1(COC)C[C@@](C(=O)[O-])([C@H](C)F)[C@](N)(C(F)(F)c2cccc(C(F)(F)F)c2)[N@@H+](B(O)CC)[C@]1(CC)CCCCO.COCCOC.COCCOC
**2S+1**: 1
**DFT total energy**: -2895.2539 Ha

Last column: Löwdin charge in e.
CARTESIAN COORDINATES (ANGSTROEM)
C -1.855 -0.340 -2.837  -0.07
C -1.612 1.203 -2.524  -0.24
O -0.585 1.565 -1.663  -0.13
C 0.796 1.348 -1.894  -0.28
C 1.070 1.326 -3.434  -0.15
O 0.655 2.459 -4.201  -0.21
C 0.170 2.079 -5.498  -0.09
C 1.113 -0.139 -1.406  -0.02
C 2.076 -0.374 -0.172  -0.16
C 1.764 -1.885 0.176  -0.59
O 2.083 -2.486 1.216  0.00
O 1.221 -2.666 -0.737  -0.09
C 3.627 -0.482 -0.551  -0.23
C 3.867 -1.305 -1.873  -0.02
F 4.375 -1.271 0.392  -0.05
C 1.742 0.726 0.878  -0.22
N 2.786 0.534 1.924  0.15
C 0.414 0.519 1.719  -0.29
F -0.746 0.560 0.955  0.08
F 0.214 1.571 2.684  0.03
C 0.282 -0.723 2.637  -0.09
C -0.677 -1.754 2.218  0.02
C -0.901 -2.947 3.026  -0.02
C -0.195 -3.182 4.262  0.01
C 0.746 -2.169 4.692  -0.07
C 1.566 -2.322 6.002  -0.49
F 2.282 -3.507 5.967  0.10
F 0.791 -2.365 7.121  0.12
F 2.527 -1.342 6.129  0.09
C 0.944 -0.976 3.890  0.03
N 1.836 2.148 0.358  0.18
B 2.911 2.989 1.099  -0.43
O 2.452 3.972 2.015  0.14
C 4.495 2.934 0.948  -0.14
C 5.178 3.639 2.218  -0.10
C 1.580 2.485 -1.075  -0.19
C 2.793 3.095 -1.915  -0.16
C 4.022 2.262 -2.359  -0.09
C 0.681 3.826 -1.168  -0.12
C -0.573 4.081 -0.307  -0.16
C -0.975 5.624 -0.480  -0.17
C -2.416 5.823 -1.071  -0.25
O -3.394 5.183 -0.222  -0.09
H -2.540 -0.478 -3.716  0.09
H -0.918 -0.915 -3.030  0.06
H -2.370 -0.809 -1.955  0.08
H -1.670 1.714 -3.531  0.11
H -2.583 1.520 -2.038  0.13
H 0.552 0.424 -3.881  0.13
H 2.142 1.114 -3.723  0.13
H 0.966 1.608 -6.126  0.10
H -0.132 3.038 -5.993  0.10
H -0.748 1.440 -5.444  0.09
H 0.137 -0.554 -1.032  0.12
H 1.330 -0.789 -2.292  0.12
H 4.169 0.484 -0.506  0.11
H 4.970 -1.357 -2.099  0.10
H 3.395 -0.827 -2.769  0.07
H 3.511 -2.357 -1.791  0.10
H 2.928 -0.476 2.088  0.11
H 2.470 0.864 2.840  0.08
H -1.269 -1.700 1.284  0.12
H -1.650 -3.694 2.681  0.11
H -0.337 -4.065 4.916  0.12
H 1.654 -0.229 4.299  0.11
H 0.976 2.541 0.807  0.14
H 1.829 3.463 2.585  0.12
H 4.769 3.592 0.078  0.10
H 4.950 1.919 0.910  0.10
H 4.901 4.723 2.288  0.08
H 6.276 3.460 2.265  0.08
H 4.736 3.115 3.113  0.08
H 2.368 3.527 -2.866  0.12
H 3.218 4.042 -1.469  0.12
H 3.876 1.193 -2.630  0.04
H 4.431 2.735 -3.302  0.10
H 4.918 2.269 -1.676  0.07
H 0.373 3.922 -2.248  0.14
H 1.314 4.748 -1.006  0.12
H -1.511 3.526 -0.568  0.10
H -0.469 3.959 0.813  0.12
H -0.950 6.152 0.509  0.12
H -0.264 6.175 -1.152  0.11
H -2.627 6.927 -1.129  0.12
H -2.441 5.344 -2.089  0.12
H -3.717 4.407 -0.708  0.08
C -4.032 0.451 4.548  -0.10
O -4.948 0.935 3.576  -0.19
C -4.619 0.504 2.261  -0.20
C -5.526 -0.627 1.809  -0.20
O -5.276 -1.816 2.551  -0.19
C -6.265 -2.058 3.538  -0.11
H -4.440 0.668 5.536  0.09
H -3.885 -0.628 4.462  0.08
H -3.071 0.964 4.446  0.08
H -3.566 0.209 2.196  0.11
H -4.771 1.362 1.598  0.12
H -5.308 -0.855 0.760  0.12
H -6.579 -0.335 1.878  0.13
H -7.204 -2.358 3.062  0.09
H -6.434 -1.179 4.164  0.08
H -5.919 -2.875 4.171  0.09
C 0.288 -7.468 -2.121  -0.11
O -0.381 -7.019 -3.290  -0.19
C -1.796 -7.107 -3.175  -0.21
C -2.413 -5.743 -2.915  -0.21
O -2.069 -5.261 -1.624  -0.19
C -1.055 -4.261 -1.665  -0.11
H 1.342 -7.207 -2.212  0.09
H -0.110 -6.993 -1.221  0.09
H 0.201 -8.556 -2.034  0.08
H -2.084 -7.819 -2.396  0.12
H -2.169 -7.485 -4.133  0.12
H -3.504 -5.841 -2.940  0.12
H -2.121 -5.029 -3.692  0.12
H -1.462 -3.334 -2.082  0.07
H -0.194 -4.582 -2.253  0.09
H -0.723 -4.068 -0.647  0.07

Atoms 1-6, force components in eV/Å:
0.0 0.0 0.7
-2.4 -1.2 -1.7
0.1 0.7 0.6
0.5 -1.2 -0.4
0.7 -1.0 -1.4
-0.4 -0.4 0.1